Below is a 13-piece molecular cluster, C53H68O5 overall, with properties calculated with the ωB97M-V functional and the def2-TZVPD basis.

Element x y z (Å)
1 C -4.1829 2.3933 0.8631
2 O -4.0388 3.3125 -0.2092
3 H -5.2376 2.2700 1.1584
4 H -3.7061 1.4673 0.5192
5 H -3.6540 2.6578 1.7865
6 H -4.7012 4.0087 -0.1159
7 C -0.7017 -5.1116 -2.3032
8 O 0.6747 -4.8375 -2.0850
9 H -0.8626 -6.1875 -2.1880
10 H -1.3381 -4.5220 -1.6412
11 H -0.9445 -4.8254 -3.3386
12 H 0.9018 -5.0686 -1.1848
13 C 1.6782 -6.5757 1.4748
14 O 1.0377 -5.8017 0.4851
15 H 1.3444 -7.6178 1.4545
16 H 2.7480 -6.4349 1.3183
17 H 1.4442 -6.1865 2.4895
18 H 0.1101 -5.6873 0.7229
19 C -1.8272 -4.7098 2.3918
20 O -1.6753 -5.3785 1.1360
21 H -2.8429 -4.3245 2.4997
22 H -1.6847 -5.3901 3.2311
23 H -1.0821 -3.9127 2.3919
24 H -2.5163 -5.8060 0.9275
25 C 0.5939 -1.9087 -3.7776
26 O 1.8336 -2.3166 -3.1758
27 H 0.5867 -0.8258 -3.8991
28 H 0.5369 -2.3518 -4.7753
29 H -0.2677 -2.1612 -3.1337
30 H 1.6341 -3.1382 -2.7319
31 C -2.4254 1.0040 -5.0403
32 C -2.4578 1.9116 -3.9650
33 C -1.3112 2.5918 -3.6353
34 C -0.0984 2.3313 -4.3032
35 C -0.0268 1.3812 -5.3236
36 C -1.2054 0.7079 -5.6816
37 H -3.3282 0.4893 -5.3389
38 H -3.3819 2.1412 -3.4591
39 H -1.3018 3.3593 -2.8623
40 H 0.7740 2.9385 -4.0565
41 H 0.8978 1.0638 -5.8015
42 H -1.2269 -0.0623 -6.4290
43 C -0.5182 4.4384 0.5384
44 C 0.8455 4.4495 0.2319
45 C 1.6531 5.5005 0.6448
46 C 1.0462 6.4836 1.4342
47 C -0.3178 6.4198 1.8012
48 C -1.1396 5.4129 1.3181
49 H -1.1414 3.6232 0.1981
50 H 1.2297 3.6576 -0.3982
51 H 2.6928 5.6265 0.3378
52 H 1.5830 7.3489 1.8376
53 H -0.6735 7.1925 2.4633
54 H -2.2076 5.4595 1.4795
55 C 5.8614 -3.1442 2.4915
56 C 4.4775 -3.3579 2.3917
57 C 3.9462 -3.4364 1.1272
58 C 4.7559 -3.3091 0.0263
59 C 6.1228 -3.0409 0.1392
60 C 6.6979 -3.0103 1.3938
61 H 6.2941 -3.1569 3.4775
62 H 3.8589 -3.4691 3.2650
63 H 2.9029 -3.6473 1.0440
64 H 4.3289 -3.3207 -0.9771
65 H 6.7608 -2.8248 -0.7052
66 H 7.7553 -2.8839 1.5163
67 C 5.1862 4.5868 -0.9936
68 C 4.4198 5.0075 -2.0979
69 C 3.5122 4.0657 -2.5859
70 C 3.3588 2.8100 -2.0311
71 C 4.0534 2.4841 -0.8913
72 C 4.9990 3.3677 -0.3806
73 H 5.9633 5.2692 -0.6581
74 H 4.6502 5.9719 -2.5704
75 H 2.9850 4.3123 -3.4986
76 H 2.5684 2.1657 -2.3780
77 H 3.8335 1.5766 -0.3486
78 H 5.5726 3.1816 0.5136
79 C -1.4326 0.2628 5.4342
80 C -1.4231 0.7925 4.1554
81 C -1.7947 0.0170 3.0613
82 C -2.2822 -1.2481 3.2657
83 C -2.2921 -1.7781 4.5446
84 C -1.9078 -1.0216 5.6124
85 H -1.1742 0.8936 6.2872
86 H -1.0916 1.8161 4.0300
87 H -1.8405 0.4416 2.0708
88 H -2.6975 -1.8071 2.4507
89 H -2.6207 -2.8054 4.6756
90 H -1.9931 -1.3776 6.6319
91 C -6.7737 -1.1620 -2.4224
92 C -5.7727 -0.2098 -2.4057
93 C -6.0973 1.0562 -1.9580
94 C -7.3486 1.3534 -1.4138
95 C -8.3403 0.3814 -1.4237
96 C -8.0301 -0.8846 -1.9104
97 H -6.5308 -2.1673 -2.7468
98 H -4.7891 -0.4802 -2.7353
99 H -5.3012 1.7870 -1.8349
100 H -7.5975 2.3479 -1.0338
101 H -9.3019 0.6456 -1.0197
102 H -8.7583 -1.6714 -1.7735
103 C 1.8323 1.2616 2.5751
104 C 2.4010 2.5339 2.7091
105 C 3.7819 2.6974 2.9438
106 C 4.5220 1.5122 2.9739
107 C 3.9477 0.2701 2.8729
108 C 2.5810 0.1019 2.6121
109 H 0.7832 1.2441 2.2640
110 H 1.7009 3.3539 2.5905
111 H 4.1946 3.6842 3.0675
112 H 5.5723 1.5711 3.2342
113 H 4.6004 -0.5842 2.9214
114 H 2.1633 -0.8667 2.4143
115 C -0.4769 -2.0835 -0.2954
116 C -1.7213 -1.6267 -0.6368
117 C -1.8967 -0.2958 -0.9029
118 C -0.8259 0.6134 -0.7745
119 C 0.4763 0.1992 -0.3998
120 C 0.6109 -1.1794 -0.2067
121 H -0.2546 -3.1255 -0.1050
122 H -2.5650 -2.2885 -0.6928
123 H -2.8547 0.0857 -1.2122
124 H -0.9817 1.6776 -0.9282
125 H 1.2975 0.8786 -0.1880
126 H 1.6173 -1.5142 0.0707

Atomic forces in eV per Å
C 0.0 -0.4 0.3
O -0.1 0.4 0.1
H 0.3 -0.3 -0.4
H -0.5 0.0 0.1
H 0.2 0.5 -0.2
H 0.2 -0.1 0.0
C 0.4 0.0 -0.4
O -0.2 0.6 -0.8
H -0.4 0.1 0.1
H -0.1 -0.1 0.1
H 0.2 -0.1 0.3
H 0.2 -0.4 0.5
C -0.1 0.5 0.8
O -0.1 0.3 -0.2
H 0.4 0.0 -0.2
H -0.1 -0.5 0.0
H 0.1 -0.1 -0.4
H -0.3 -0.1 0.0
C -0.1 -0.1 -0.1
O -0.4 -0.1 0.1
H 0.1 0.4 -0.1
H 0.3 -0.1 0.0
H -0.2 0.0 0.3
H 0.4 0.0 -0.1
C 0.5 0.0 0.3
O -0.5 0.8 -0.3
H 0.2 0.0 0.1
H -0.4 -0.1 0.0
H 0.3 -0.1 -0.4
H -0.1 -0.7 0.3
C 0.9 0.1 0.4
C -0.2 -0.4 -1.0
C 1.3 0.3 -0.1
C -0.2 0.2 -0.2
C -0.8 -0.5 0.3
C -0.8 0.6 0.8
H 0.0 0.0 0.0
H -0.2 -0.1 0.1
H -0.2 -0.2 -0.1
H -0.1 -0.3 0.1
H 0.0 0.4 0.1
H 0.2 -0.1 -0.3
C -0.3 -0.4 0.2
C -0.5 0.0 -0.3
C -0.5 0.9 0.3
C -0.5 0.1 0.6
C 1.0 0.1 -0.3
C 1.0 0.4 -0.2
H 0.0 -0.1 -0.2
H 0.1 0.0 0.1
H -0.3 -0.4 0.1
H 0.1 -0.4 -0.3
H -0.3 0.1 0.0
H 0.0 -0.4 0.1
C -0.3 -0.5 0.9
C 1.5 0.3 -0.2
C -0.3 -0.3 0.3
C 0.5 0.7 -1.5
C -0.2 -0.1 0.1
C -0.9 0.0 0.2
H 0.2 0.1 0.3
H 0.0 0.0 0.2
H -0.6 0.0 -0.4
H 0.0 -0.1 0.3
H -0.2 -0.2 -0.3
H 0.3 0.1 0.1
C 0.1 1.3 -0.8
C 0.6 -1.2 0.6
C 0.3 1.1 -1.1
C -0.6 0.4 0.5
C 0.3 -0.1 0.8
C -0.1 0.2 0.0
H -0.1 -0.1 0.3
H -0.5 -0.5 0.2
H -0.3 0.0 0.0
H 0.0 -0.3 -0.3
H 0.1 -0.3 -0.1
H 0.0 -0.4 0.1
C -0.4 0.6 -0.1
C 0.6 0.2 0.0
C -0.5 0.8 0.1
C 0.1 -0.3 0.2
C -0.5 -0.9 -0.5
C 0.4 0.2 1.3
H 0.0 -0.3 -0.3
H 0.0 0.0 -0.2
H 0.2 0.1 -0.2
H 0.1 -0.3 -0.4
H -0.1 0.1 0.2
H 0.1 -0.3 -0.1
C 0.0 -0.7 0.3
C -0.8 0.1 -0.2
C 0.7 0.7 1.1
C -0.2 0.0 -0.7
C 0.7 0.2 0.0
C -0.4 0.1 0.4
H -0.1 0.0 0.0
H 0.4 0.1 -0.2
H -0.1 0.1 -0.3
H 0.3 -0.3 -0.1
H -0.3 -0.3 0.1
H -0.1 -0.1 -0.4
C -0.6 0.5 -0.9
C 0.4 -0.2 0.2
C -1.7 -1.1 -0.5
C 0.5 1.2 1.0
C -0.5 -0.8 -0.6
C 1.0 0.9 0.3
H 0.3 -0.2 0.4
H 0.4 0.2 0.2
H 0.3 0.0 0.0
H 0.1 0.0 -0.2
H 0.1 -0.3 0.0
H -0.2 -0.3 0.1
C 2.0 0.5 0.3
C -0.3 -0.3 0.0
C 0.9 1.7 -0.1
C 0.6 0.1 0.3
C -2.0 -1.1 -0.2
C 0.4 0.0 0.4
H -0.2 -0.1 0.0
H -0.2 -0.3 -0.1
H -0.2 0.1 0.0
H -0.2 -0.2 -0.1
H -0.2 0.0 -0.3
H -0.5 -0.3 -0.1

Output
HOMO level   -8.9 eV
E   -2436.43904 a.u.
Kohn-Sham gap   9.1 eV
LUMO energy   0.16 eV
Spin multiplicity   1